1.
Here is one molecule with the formula C12H8Cl2N4 at a distorted geometry from the OMol25 dataset. Energies are from ωB97M-V/def2-TZVPD.

The total energy is -43578.95479 eV. Its largest force on an atom is 0.0596 Eh/bohr. As for the spin multiplicity: 1. Its SMILES is Cn1cc2ccccc2c1-c1nc(Cl)nc(Cl)n1. For the gap between HOMO and LUMO, the calculation gives 0.2682 Eh. The energy relative to the best compared isomer or geometry (same formula, charge and spin) is 0.0 kJ/mol.

Each line ends with the Mulliken charge.
Element x y z (Å)
Cl (2.2357, -4.3731, -0.9484)  -0.15
Cl (2.0164, -0.7886, -4.8020)  -0.13
N (2.0276, -2.4469, -2.7654)  -0.46
N (1.2652, -1.9006, -0.6678)  -0.43
N (1.1616, -0.3543, -2.3973)  -0.53
C (-1.3802, 1.7885, 0.2419)  -0.35
C (0.1052, 0.2146, -0.3486)  -0.19
C (1.8076, -2.7446, -1.5094)  0.40
C (1.7229, -1.2314, -3.1935)  0.35
C (0.9362, -0.7071, -1.1648)  0.16
C (-0.9838, 0.3885, 3.6954)  -0.24
C (-0.1166, -0.6479, 3.3919)  -0.96
C (-1.4872, 1.2544, 2.7156)  -1.04
C (0.3250, -0.7601, 2.0521)  -0.20
C (-1.0838, 1.1082, 1.3710)  0.26
C (-0.1536, 0.1173, 1.0056)  1.33
N (-0.7042, 1.2553, -0.8084)  0.17
C (-0.8506, 1.7366, -2.2014)  -0.84
H (-2.0478, 2.6385, 0.1318)  0.39
H (-1.2566, 0.5796, 4.7412)  0.34
H (0.2639, -1.2706, 4.1844)  0.40
H (-2.1191, 2.0547, 3.0435)  0.38
H (1.0454, -1.5067, 1.8104)  0.45
H (0.0777, 2.2633, -2.5091)  0.27
H (-1.0858, 0.9107, -2.8584)  0.31
H (-1.7209, 2.4218, -2.2106)  0.32

Force components x, y, z for each atom (eV/Å):
Cl -0.312 1.234 -0.378
Cl 0.147 -0.048 -0.398
N 0.989 -1.093 -1.859
N 0.140 -0.773 1.252
N 0.311 1.531 -2.183
C -0.688 1.184 -1.938
C 0.506 -0.725 -0.808
C -0.209 0.695 0.129
C -0.334 -0.916 2.145
C -1.885 0.611 1.317
C -1.542 1.970 -0.169
C 1.105 0.046 -2.856
C 0.787 -1.013 1.396
C -0.538 0.237 1.107
C 0.165 -0.484 1.610
C 0.659 -1.619 2.404
N 0.327 0.071 -0.321
C -0.025 0.695 0.765
H 0.179 -0.256 -0.264
H -0.020 -0.152 -0.476
H 0.137 -0.261 -0.128
H -0.335 0.331 -0.107
H 0.309 -0.442 -0.186
H -0.719 -0.455 0.029
H 0.232 -0.126 -0.120
H 0.616 -0.243 0.037

2.
Here is C12H8Cl3N5O3SeTm as an isolated structure at a distorted geometry from the OMol25 dataset. Energies are from ωB97M-V/def2-TZVPD.

The total energy is -158605.27099 eV. Its largest force on an atom is 0.0816 Eh/bohr. As for the spin multiplicity: 3. As for the net charge: +1. For the gap between HOMO and LUMO (spin up / spin down), the calculation gives 0.1977 / 0.1976 Eh.

Each line ends with the Mulliken charge.
Element x y z (Å)
Tm (11.8637, 4.8678, 10.0327)  1.12
Cl (4.4136, 5.4816, 10.8918)  -0.18
C (6.0532, 5.3985, 10.4989)  0.11
C (7.1068, 5.2137, 11.3510)  -0.36
C (8.4080, 5.0358, 10.9092)  0.50
Cl (9.7294, 4.3221, 11.8871)  -0.20
C (8.7442, 5.3407, 9.5259)  0.31
O (10.0345, 5.3528, 9.1697)  -0.62
C (7.6878, 5.7557, 8.7080)  0.00
Cl (7.9576, 6.3830, 7.0952)  -0.18
C (6.3757, 5.6483, 9.1443)  -0.34
H (6.9746, 5.2156, 12.4580)  0.37
H (5.5380, 5.7904, 8.3927)  0.33
N (12.8198, 6.3585, 11.5351)  -0.54
N (14.0247, 5.7646, 12.0204)  -0.33
C (13.8940, 4.2369, 12.1229)  0.65
O (14.5701, 3.7283, 12.9736)  -0.58
O (13.1069, 3.7176, 11.2876)  -0.58
H (12.8675, 7.3074, 11.2748)  0.30
H (12.0647, 6.4265, 12.3055)  0.34
H (14.3447, 6.0648, 12.9905)  0.32
Se (12.1206, 2.8526, 6.6034)  0.44
N (13.7563, 3.2104, 6.0490)  -0.62
C (14.3268, 4.2732, 6.6284)  0.50
C (15.6912, 4.7138, 6.6984)  -0.37
C (16.0869, 5.4183, 7.8305)  -0.64
C (15.2021, 5.9463, 8.8337)  -0.03
N (13.9247, 5.5868, 8.7459)  -0.39
C (13.4353, 4.7636, 7.7899)  0.83
N (12.3203, 4.0453, 8.0186)  -0.39
H (16.3068, 4.3706, 5.8964)  0.47
H (17.1735, 5.6122, 7.9350)  0.34
H (15.5835, 6.5332, 9.6988)  0.42

Force components x, y, z for each atom (eV/Å):
Tm -0.706 0.277 0.129
Cl -0.692 -0.070 0.789
C 1.183 0.744 -2.622
C 0.692 -0.732 3.123
C -0.052 0.408 -2.806
Cl -0.663 0.714 -0.300
C 0.849 0.228 1.883
O -1.023 -0.041 0.140
C -0.293 -0.322 -0.182
Cl 0.212 -0.430 0.541
C -1.267 0.074 -0.481
H -0.258 -0.410 -0.969
H 1.197 0.023 1.128
N -2.269 -0.754 2.756
N 0.468 -1.041 1.241
C 1.591 1.823 1.569
O -0.023 0.059 -0.219
O -1.043 -0.575 -0.961
H 1.092 1.403 -0.577
H 1.325 -0.372 -1.024
H -0.804 -0.156 -1.681
Se 1.399 1.326 1.480
N 0.921 1.296 -0.953
C -3.079 -0.781 2.739
C -1.051 0.152 1.142
C 1.400 0.235 -1.176
C -0.936 -1.728 -1.302
N -0.564 1.087 1.690
C 1.921 -2.366 -1.684
N 1.110 0.349 -2.516
H 0.867 0.016 -0.059
H -0.873 0.040 -0.075
H -0.629 -0.476 -0.763

3.
Here is one molecule with the formula C12H8Cl6O at a distorted geometry from the OMol25 dataset. Energies are from ωB97M-V/def2-TZVPD.

The total energy is -89752.74335 eV. Its largest force on an atom is 0.1148 Eh/bohr. As for the spin multiplicity: 1. Its SMILES is Cl[C@@H]1[C@]2(Cl)[C@@H]3[C@H]4[C@@H]5O[C@@H]5[C@@H]5[C@H]4[C@@]1(Cl)[C@@](Cl)([C@@H]53)C2(Cl)Cl. For the gap between HOMO and LUMO, the calculation gives 0.3649 Eh. The energy relative to the best compared isomer or geometry (same formula, charge and spin) is 355.6 kJ/mol.

Each line ends with the Mulliken charge.
Element x y z (Å)
Cl (-3.6311, -0.5574, 1.0866)  -0.13
Cl (-3.0007, -0.8471, -1.7879)  -0.14
Cl (-1.2158, -3.1962, 0.1958)  -0.14
Cl (-2.2045, 2.3475, -0.0709)  -0.12
Cl (-0.9006, 1.6731, 2.7825)  -0.15
Cl (0.6034, -1.7358, 2.7023)  -0.15
O (3.2842, 0.9129, -0.6827)  -0.44
C (-0.0043, -0.8914, -0.7953)  -0.82
C (-2.3273, -0.5970, -0.1326)  1.52
C (1.2868, -0.5558, -0.0594)  0.10
C (-1.1119, -1.3925, 0.2590)  -0.32
C (2.0748, 1.3424, -1.2138)  -0.38
C (-0.3164, 0.6026, -1.0105)  -0.87
C (0.7840, 0.6295, 0.8130)  -1.13
C (-1.5027, 0.7155, 0.0251)  -0.09
C (0.8319, 1.5355, -0.4045)  -0.16
C (-0.6441, 0.5090, 1.3393)  0.37
C (2.4103, -0.1505, -1.0493)  -0.42
C (-0.8093, -0.9201, 1.7215)  -0.60
H (0.2658, -1.5871, -1.5654)  0.73
H (1.6499, -1.5640, 0.4284)  0.31
H (1.9705, 1.5176, -2.3171)  0.39
H (-0.5476, 0.7945, -2.0802)  0.34
H (1.5256, 0.6669, 1.5622)  0.69
H (0.5782, 2.5902, -0.2851)  0.57
H (2.6474, -0.9071, -1.8185)  0.44
H (-1.6962, -0.9353, 2.3576)  0.59

Force components x, y, z for each atom (eV/Å):
Cl -0.239 -0.321 -0.616
Cl 0.596 -0.002 1.140
Cl -0.285 0.728 -0.095
Cl -0.518 -0.820 -0.010
Cl 0.087 -1.090 -1.482
Cl -1.950 0.965 -1.045
O 0.134 -0.469 0.777
C 1.300 1.203 1.810
C -0.626 1.798 0.196
C 1.634 -5.259 2.132
C 1.611 -3.073 -0.408
C -1.058 -2.660 -3.183
C -2.175 1.119 -2.327
C 2.857 -0.029 -0.433
C 0.945 1.555 -1.094
C -1.152 0.081 0.229
C 1.775 1.200 0.849
C -2.328 1.457 0.745
C -0.156 -0.391 0.334
H -0.903 -0.139 -0.805
H -0.665 2.181 -0.193
H 0.733 0.890 1.125
H -0.405 0.329 0.820
H 0.542 1.050 1.220
H -0.464 -0.252 0.063
H 0.285 0.927 0.286
H 0.429 -0.979 -0.035

4.
Here is C12H8HoN2O4 as an isolated structure at a distorted geometry from the OMol25 dataset. Energies are from ωB97M-V/def2-TZVPD.

The total energy is -49507.84799 eV. Its largest force on an atom is 0.1260 Eh/bohr. As for the spin multiplicity: 5. As for the net charge: +3. For the gap between HOMO and LUMO (spin up / spin down), the calculation gives 0.2287 / 0.2317 Eh.

Each line ends with the Mulliken charge.
Element x y z (Å)
Ho (-0.8882, 0.1144, -0.8875)  0.73
C (0.4579, -1.8246, -0.0176)  0.32
O (1.2462, -2.4547, 0.5389)  -0.02
C (-1.1990, -2.0078, -2.0153)  0.34
O (-1.3605, -3.0110, -2.5576)  -0.05
C (0.8538, 0.3266, -2.6990)  0.35
O (1.7016, 0.4699, -3.4751)  -0.03
C (-2.6496, -0.8114, 0.6502)  0.34
O (-3.4690, -1.2371, 1.3348)  -0.02
C (-2.3971, 1.6673, -1.9867)  -0.58
H (-3.0744, 2.0068, -1.1852)  0.40
H (-1.7398, 2.4511, -2.3995)  0.39
C (-2.5955, 0.4553, -2.6464)  -0.46
H (-2.1109, 0.2126, -3.6113)  0.41
H (-3.4339, -0.2259, -2.4048)  0.41
N (0.9830, -1.1972, 5.0540)  -0.25
C (1.1485, -0.6031, 4.0583)  -0.29
C (1.3985, 0.0579, 2.8022)  0.54
C (2.7025, 0.0814, 2.2855)  -0.16
C (2.9372, 0.5563, 0.9975)  -0.73
C (1.8593, 1.0697, 0.2733)  -0.27
N (0.6035, 1.0182, 0.7777)  -0.43
C (0.3503, 0.5603, 2.0330)  -0.18
H (3.5054, -0.2961, 2.9275)  0.55
H (3.9342, 0.5435, 0.5474)  0.49
H (1.9362, 1.5159, -0.7309)  0.63
H (-0.7003, 0.5617, 2.3365)  0.55

Force components x, y, z for each atom (eV/Å):
Ho 2.429 0.758 2.781
C 4.104 -2.867 3.075
O -3.389 2.395 -2.450
C -1.290 -5.383 -3.363
O 0.745 4.194 2.337
C 4.628 0.714 -4.426
O -4.145 -0.722 3.736
C -4.060 -2.147 3.356
O 3.443 1.787 -2.850
C -1.800 -1.123 -2.452
H 0.269 -0.349 0.014
H 0.105 -0.405 0.143
C -1.321 2.701 -0.456
H 0.129 0.237 0.537
H 0.422 0.332 0.277
N 0.296 1.346 -2.295
C -0.327 -0.963 2.093
C -0.259 -0.186 0.314
C 0.155 -0.066 0.130
C 0.107 0.478 -0.346
C -0.119 -0.506 0.345
N -0.971 -0.077 -0.430
C 0.513 -0.164 -0.876
H -0.155 0.077 -0.408
H -0.291 0.099 0.314
H 0.348 -0.176 0.621
H 0.434 0.015 0.278